C23H46Cl4O21 | wB97M-V/def2-TZVPD

Structure (XYZ):
```
94
Properties=species:S:1:pos:R:3:forces:R:3
C 4.6709 -1.5071 -3.9638 -0.3 -0.9 -1.8
O 4.0721 -2.3887 -3.0423 -0.1 -1.1 1.7
C 2.7665 -2.4854 -2.7915 -2.3 2.3 -1.1
O 1.8971 -1.7137 -3.2591 2.4 -2.2 1.2
O 2.5308 -3.5205 -1.9541 0.2 0.4 -0.3
C 1.1656 -3.7031 -1.5308 -1.1 0.6 -0.4
H 5.4265 -0.8384 -3.5515 -0.7 0.2 0.4
H 3.9205 -1.1062 -4.6453 0.0 0.8 0.5
H 5.2139 -2.1736 -4.6340 0.4 -0.1 0.0
H 0.8795 -3.1300 -0.6489 0.8 0.2 -0.1
H 0.8696 -4.7233 -1.2865 1.0 -0.2 -0.4
H 0.4829 -3.3458 -2.3017 0.2 -0.1 -0.2
C -6.1027 -2.6177 -5.9674 -0.1 -0.3 -0.3
O -6.0809 -1.6305 -4.9049 0.5 -0.7 -0.5
C -5.0405 -1.6922 -4.0706 4.0 -2.5 -0.6
O -4.0098 -2.4842 -4.1592 -4.9 3.5 0.6
O -5.2172 -0.7329 -3.1625 -0.7 0.0 -1.0
C -4.2879 -0.6400 -2.1255 1.2 -1.3 0.9
H -6.1779 -3.6185 -5.5420 0.1 0.1 0.0
H -5.2692 -2.5731 -6.6683 0.5 0.2 0.6
H -6.9542 -2.4522 -6.6274 -0.3 0.4 0.7
H -3.2559 -0.6017 -2.4744 -0.1 0.5 -0.3
H -4.2905 -1.5914 -1.5935 -0.2 0.1 0.4
H -4.5427 0.1676 -1.4394 -0.1 0.0 -0.4
C 1.7694 1.3206 -3.8805 -1.0 -1.3 0.6
O 1.3804 2.5860 -4.3356 0.5 2.4 -0.5
C 0.8443 2.8034 -5.5355 -1.0 -1.2 -2.6
O 0.3837 1.9651 -6.3337 1.2 1.9 2.3
O 0.8757 4.1392 -5.8089 0.0 -0.8 1.4
C 0.0890 4.6778 -6.8827 1.1 -0.5 -0.3
H 0.9785 0.6676 -4.2497 0.8 -0.8 0.0
H 1.7499 1.3009 -2.7909 -0.6 0.4 0.0
H 2.8094 1.0368 -4.0413 -0.2 0.1 -1.1
H 0.2259 5.7555 -6.7936 -0.5 -0.1 0.2
H -0.9427 4.3265 -6.8658 0.1 0.1 0.1
H 0.5985 4.4016 -7.8058 -0.4 -0.2 -0.2
C -2.2751 5.1024 2.6526 0.1 -0.8 1.3
O -1.2127 4.9700 1.7436 1.3 -0.9 -1.4
C -0.5811 3.7647 1.5431 1.1 0.7 0.8
O -0.8276 2.6897 2.0205 -0.8 0.1 0.3
O 0.5031 3.9879 0.8036 -2.7 3.8 -0.5
C 1.6047 3.1883 0.8079 0.5 -1.6 0.5
H -2.3117 6.1307 3.0124 -0.3 0.2 -0.9
H -2.0133 4.5987 3.5831 -0.2 -0.6 0.0
H -3.2008 4.6907 2.2504 0.0 0.4 0.2
H 2.0488 3.2284 1.8025 0.2 -0.4 0.1
H 2.3164 3.6117 0.0992 -0.2 -0.4 -0.1
H 1.1980 2.2060 0.5676 1.2 -0.4 0.0
C -4.8158 0.8836 4.7692 1.6 -0.5 1.2
O -4.7771 1.8269 3.7140 0.3 -0.3 -2.6
C -3.9980 1.4982 2.6077 0.8 -0.8 -0.2
O -3.2749 0.5115 2.4936 -1.7 2.0 0.3
O -4.1545 2.4913 1.6754 -1.1 -0.6 1.2
C -3.5134 2.5445 0.4158 1.7 -0.1 -0.7
H -4.8996 -0.1842 4.5669 -0.4 0.2 -1.0
H -5.5587 1.1304 5.5276 -0.1 0.5 -0.5
H -3.8316 0.9585 5.2317 0.0 -0.1 0.5
H -3.1738 3.5678 0.2555 0.2 0.1 0.5
H -4.0379 2.3712 -0.5238 -1.3 -0.5 0.7
H -2.6470 1.8865 0.3482 0.0 0.1 0.5
C 0.6129 -0.1820 4.5033 -0.4 0.6 -0.2
O 1.5090 -0.7244 5.5070 1.2 0.4 -0.3
C 2.7652 -0.1836 5.6473 -0.5 1.8 -0.8
O 3.1003 0.9322 5.2588 -0.5 -2.0 0.5
O 3.5637 -1.0298 6.3087 -2.1 -0.6 -0.9
C 4.9021 -0.7018 6.4136 1.5 1.1 2.1
H -0.3229 0.1630 4.9430 0.1 -0.4 0.5
H 0.3679 -0.9446 3.7640 0.2 -0.3 0.3
H 0.9270 0.7007 3.9464 0.9 -0.1 0.3
H 5.3714 -1.4833 7.0113 0.2 -0.7 -1.1
H 5.0339 0.0710 7.1710 -0.3 0.8 -0.3
H 5.4102 -0.3448 5.5177 -0.3 -0.6 -0.1
C 6.2394 -0.8272 2.9537 -0.3 1.0 0.3
O 5.1006 -1.6748 3.0875 2.6 0.2 1.5
C 4.1014 -1.5406 2.2879 -1.1 2.8 -3.3
O 3.8479 -0.6054 1.4801 0.8 -2.6 2.5
O 3.4155 -2.6295 2.4721 -1.4 -1.8 -0.1
C 2.1463 -2.6857 1.8464 -0.7 1.8 -0.6
H 5.8811 0.1698 2.6975 0.2 -0.1 -0.6
H 6.9745 -1.2423 2.2641 -0.3 0.1 -0.1
H 6.7076 -0.6861 3.9279 -0.1 -0.6 0.0
H 1.5972 -3.6211 1.9543 0.8 0.0 0.3
H 2.2139 -2.3533 0.8106 0.3 -0.6 -0.1
H 1.5823 -1.8540 2.2687 -0.5 -0.2 0.3
Cl -0.6052 -4.6408 1.0263 -0.2 -0.1 0.7
C -2.1392 -5.1491 0.3474 0.1 -0.8 -0.8
Cl -1.7677 -6.2272 -1.0839 -0.5 0.7 0.6
H -2.7061 -5.7735 1.0379 0.3 0.2 0.0
H -2.7021 -4.2651 0.0479 0.2 -0.3 -0.2
Cl -1.4243 -1.7436 -0.6214 -0.4 0.2 0.1
C -0.7105 -0.3031 0.1812 0.0 -0.9 -0.4
Cl 0.9584 -0.1826 -0.3245 0.5 0.3 -0.2
H -1.2810 0.5425 -0.2029 0.2 -0.1 0.7
H -0.6659 -0.5142 1.2496 -0.7 0.5 -0.2
```
Positions in Å, forces in eV/Å.

Computed properties:
* calculated total energy: -117680.2047 eV
* SMILES: COC(=O)OC.COC(=O)OC.COC(=O)OC.COC(=O)OC.COC(=O)OC.COC(=O)OC.COC(=O)OC.ClCCl.ClCCl
* energy above the lowest of the compared OMol25 structures with the same formula, charge and spin: 0.000 eV
* HOMO: -10.37 eV

These are the Mulliken partial charges, in e, on atoms 1 to 5: -0.71 -0.34 0.90 -0.58 -0.35